Record 1
Here is a structure of composition CHCeLiO2 in a non-equilibrium geometry from the OMol25 dataset. Energies are from ωB97M-V with the def2-TZVPD basis set.

Values from the calculation:
Total charge   +3
Lowest unoccupied orbital energy (alpha / beta)   -17.83 / -16.94 eV
Multiplicity   2
Kohn-Sham gap (alpha / beta)   5.88 / 6.79 eV

Structure (XYZ):
```
6
Properties=species:S:1:pos:R:3:lowdin_charge:R:1
O -1.638 0.032 -0.091 0.11
C -0.520 0.533 -0.114 -0.38
H -0.342 1.603 0.123 0.19
O 0.536 -0.217 0.024 -0.34
Li -0.895 -1.803 0.116 0.89
Ce 2.859 -0.148 -0.059 2.54
```

Record 2
Here is a structure of composition CHCl2F2P in a non-equilibrium geometry from the OMol25 dataset. Energies are from ωB97M-V with the def2-TZVPD basis set.

Values from the calculation:
Lowest unoccupied orbital energy   -1.49 eV
Kohn-Sham gap   9.56 eV

Structure (XYZ):
```
7
Properties=species:S:1:pos:R:3:nbo_charge:R:1
C 0.384 0.057 -0.543 -0.68
F -1.944 -0.947 0.418 -0.67
F -0.249 1.146 1.582 -0.56
P 0.052 -0.327 1.238 1.54
Cl 0.635 -1.488 -1.264 0.04
Cl 1.758 1.204 -0.496 0.01
H -0.636 0.354 -0.935 0.30
```

Record 3
Here is a cluster of 2 separate species, CHCl2N in total in a non-equilibrium geometry from the OMol25 dataset. Energies are from ωB97M-V with the def2-TZVPD basis set.

Values from the calculation:
Structure (SMILES)   N#CCl.Cl
Lowest unoccupied orbital energy   0.41 eV
Kohn-Sham gap   12.30 eV

Structure (XYZ):
```
5
Properties=species:S:1:pos:R:3:nbo_charge:R:1
N -0.665 1.524 0.572 -0.32
C -1.227 0.621 0.188 0.18
Cl -1.984 -0.638 -0.578 0.14
Cl 1.702 -1.315 -0.262 -0.27
H 2.175 -0.192 0.080 0.27
```

In kJ/mol, the relative energy (zero: lowest compared OMol25 entry of this formula, charge and spin) values for the records above are, in order, 0.00, 253.53, 23.69.
In eV, the calculated total energy values for the records above are, in order, -18248.172, -40820.885, -27587.273.